DFT (ωB97M-V with the def2-TZVPD basis set) results for a 3-piece molecular cluster, C10H23IO9S2 overall.

Properties
multiplicity: 1
frontier orbital gap: 0.3460 hartree
structure (SMILES): O=CO[C@@H](I)CCO.CCOS(C)(=O)=O.CCOS(C)(=O)=O
E_HOMO: -0.3600 hartree

Atoms and positions in Å:
1 I 0.08487 1.71458 -1.84000
2 S -4.93573 1.11917 -3.53246
3 S 7.06295 -0.58404 4.73980
4 O -4.86802 2.11790 -2.48561
5 O 6.71878 0.82284 4.75325
6 O 8.24395 -1.07893 4.06908
7 O -6.49784 0.87742 -3.92884
8 O 0.81346 -0.72985 -0.13804
9 O 5.77221 -1.43664 4.22716
10 O -4.15856 1.22596 -4.74660
11 O -2.01884 -1.42517 -0.99515
12 O 2.38764 -1.41833 1.57588
13 C -4.63013 -0.47524 -2.81663
14 C -7.27587 1.99439 -4.34201
15 C 6.07040 -1.60775 1.81954
16 C -1.26171 0.35834 0.77960
17 C 7.08356 -1.17948 6.41102
18 C 0.21022 0.60654 0.09059
19 C -6.91456 2.43654 -5.74828
20 C 5.20283 -1.11580 2.96362
21 C 2.18216 -0.80779 0.39560
22 C -2.40906 -0.22278 -0.24307
23 H -1.06823 -0.35608 1.71448
24 H 7.02712 -1.08043 1.79228
25 H 5.01775 -0.03972 2.88674
26 H 5.57180 -1.44652 0.85756
27 H -3.32782 -0.54792 0.44632
28 H -5.23986 -0.58704 -1.92118
29 H 0.90980 1.28176 0.78326
30 H -6.97096 1.59434 -6.44529
31 H 6.29037 -2.67424 1.93147
32 H 7.14718 -2.26749 6.39658
33 H -4.87079 -1.24334 -3.55157
34 H -7.17521 2.81869 -3.62890
35 H -2.79142 0.58779 -1.01830
36 H 6.17901 -0.84803 6.91898
37 H -8.32517 1.67981 -4.32624
38 H -1.72226 1.35200 1.25492
39 H -1.81050 -2.14290 -0.31221
40 H -7.58965 3.22803 -6.09148
41 H -3.57064 -0.52969 -2.56056
42 H 7.96545 -0.76556 6.90298
43 H 3.15646 -0.41543 -0.15913
44 H -5.89437 2.82569 -5.79174
45 H 4.22925 -1.61557 2.91256

***

DFT (ωB97M-V with the def2-TZVPD basis set) results for C10H23N6O3Pt as an isolated structure.

Properties
multiplicity: 3
frontier orbital gap (alpha / beta): 0.3457 / 0.2530 hartree
total charge: +1
E_HOMO (alpha / beta): -0.4484 / -0.4531 hartree
energy relative to the best compared isomer or geometry (same formula, charge and spin): 6.0 kcal/mol

Atoms and positions in Å:
1 Pt 0.41952 0.10313 -1.23682
2 O 2.01665 1.13803 0.02939
3 O 1.66854 0.95709 -2.58828
4 O 3.06142 2.69931 -2.98368
5 N -3.40918 -0.95180 0.31820
6 N -1.90923 -2.51587 1.39299
7 N -2.09598 -0.24989 2.22431
8 N 2.64314 -1.95189 -0.92908
9 N 1.73303 -1.62537 -1.97917
10 N -0.99599 -0.67598 0.09040
11 C -0.84031 -2.10958 0.51682
12 C -1.02301 0.15662 1.35381
13 C -2.35381 -0.54714 -0.57293
14 C 1.02576 3.24317 -0.60186
15 C -3.19902 -2.35251 0.70515
16 C 2.26782 2.37250 -0.72649
17 C -1.91564 -1.66152 2.59039
18 C 3.53472 3.05930 -0.28704
19 C -3.37823 -0.10861 1.52002
20 C 2.37487 2.01585 -2.26725
21 H 2.21193 -2.62678 -0.31512
22 H -4.18704 -0.40392 2.18571
23 H 1.11899 4.11771 -1.24122
24 H -0.83730 -2.73977 -0.37373
25 H -2.73567 -1.96689 3.23668
26 H 2.22022 -1.04722 -2.66024
27 H -1.14369 1.20487 1.08049
28 H 0.13812 2.67727 -0.91340
29 H 0.88565 3.57117 0.43220
30 H 2.84544 0.66008 0.17424
31 H -0.06811 0.02705 1.86135
32 H -2.50259 0.49090 -0.86868
33 H 3.46850 3.33324 0.76978
34 H 4.40581 2.41710 -0.43606
35 H 1.34903 -2.43469 -2.45684
36 H -0.97647 -1.78027 3.13178
37 H -3.52113 0.93410 1.23499
38 H 3.49611 -2.35622 -1.29658
39 H -2.36574 -1.18126 -1.46047
40 H -3.22093 -2.98137 -0.18543
41 H -3.99922 -2.66155 1.37483
42 H 3.67933 3.95722 -0.88022
43 H 0.11369 -2.20560 1.03704

***

DFT (ωB97M-V with the def2-TZVPD basis set) results for C10H23N8O2S5V as an isolated structure.

Properties
multiplicity: 3
frontier orbital gap (alpha / beta): 0.2667 / 0.2845 hartree
E_HOMO (alpha / beta): -0.2776 / -0.2782 hartree
energy relative to the best compared isomer or geometry (same formula, charge and spin): 17.6 kcal/mol

Atoms and positions in Å:
1 V 0.12955 0.54473 1.82844
2 S -1.86620 0.34065 4.50010
3 S -1.01415 2.16752 0.01941
4 S -2.05551 1.01964 2.58952
5 S -0.74992 -1.33249 4.31538
6 S 1.22190 -0.72300 3.70752
7 O 3.65995 2.30306 1.20007
8 O 1.83128 1.05565 1.16146
9 N 2.03480 2.78165 2.67876
10 N -2.10132 -2.38698 -0.90167
11 N -0.40112 -1.29580 0.59831
12 N 1.31192 1.77291 -1.41042
13 N 0.67899 2.49896 3.04581
14 N 0.27208 -2.52859 -1.41997
15 N -0.41884 2.74836 -2.53577
16 N -0.57236 -3.70998 0.48130
17 C 0.36278 -3.77192 -0.65139
18 C 0.06434 2.30152 -1.40500
19 C 2.17322 1.81040 -2.55401
20 C -1.81846 -1.27052 -0.02276
21 C -0.31392 -2.57059 1.35806
22 C 0.57793 -1.41157 -0.53440
23 C 2.56245 2.04964 1.63284
24 C -1.93789 -3.59011 -0.02368
25 C -1.53073 3.66110 -2.58595
26 C -1.09856 -2.43698 -1.98349
27 H 0.74150 -0.49015 -1.07546
28 H -1.17301 -1.43767 -2.47256
29 H -2.16276 -4.50282 -0.57872
30 H -2.38296 3.16900 -2.16509
31 H 0.09752 -4.63377 -1.29526
32 H 0.19673 2.77809 -3.32209
33 H 1.36220 -3.99189 -0.23092
34 H 2.29135 2.83782 -2.96706
35 H 1.71991 1.38358 -0.54565
36 H 1.48314 -1.71124 -0.00894
37 H 0.71756 2.12483 3.99125
38 H 0.01234 3.22306 2.95261
39 H -1.31694 4.60010 -2.00105
40 H 1.85341 1.00298 -3.31545
41 H -1.03987 -2.49656 2.14350
42 H 0.67766 -2.75011 1.83103
43 H 2.63575 3.29520 3.27470
44 H 3.16989 1.73898 -2.16889
45 H -2.41808 -1.20250 0.88160
46 H -1.58596 3.92651 -3.62188
47 H -2.57633 -3.41949 0.84998
48 H -2.03543 -0.33571 -0.47892
49 H -1.26980 -3.13553 -2.76522

***

Q: Which of these has the lowest multiplicity?
A: C10H23IO9S2

***

Q: Number 1 is which compound?
A: C10H23IO9S2

***

Q: What is the multiplicity in the first record?
A: 1